No. 1
Density functional theory data (ωB97M-V/def2-TZVPD) for C20H44AsN6O4Si2Tc as an isolated structure at a distorted geometry.

The geometry in XYZ format:
```
78
Properties=species:S:1:pos:R:3:forces:R:3:lowdin_charge:R:1
Tc -0.690173 1.215922 -0.712727 1.168 0.191 -0.357 1.268
N -0.430643 2.279248 -2.675049 -0.425 -0.077 0.660 -0.056
C -1.792037 2.184613 -3.279314 -0.149 -0.080 0.123 -0.132
C -2.803243 2.669126 -2.222857 0.321 -0.175 0.307 -0.558
O -3.788690 3.323957 -2.513739 -0.075 0.150 -0.181 0.048
N -2.393560 2.331848 -0.980628 -0.487 0.037 -0.595 -0.152
C -2.992630 3.050789 0.110246 0.043 0.073 -0.099 -0.133
C -2.076506 3.051988 1.303598 -0.144 0.136 0.062 -0.568
O -2.155381 3.778187 2.243992 0.048 -0.071 -0.131 0.086
O -1.084164 2.057892 1.261049 -0.156 -0.146 -0.151 -0.539
H -0.289092 3.247555 -2.401168 0.087 0.067 -0.026 0.102
H 0.287688 2.077240 -3.363080 0.003 -0.142 0.109 0.085
H -1.970413 1.134486 -3.504885 -0.038 0.019 -0.058 0.100
H -1.886390 2.771209 -4.191149 -0.034 0.099 0.054 0.123
H -3.958445 2.649282 0.443920 0.030 -0.074 0.059 0.144
H -3.183523 4.095352 -0.151088 -0.069 -0.036 -0.010 0.141
C 2.471859 0.030128 3.113344 0.002 -0.026 -0.021 -0.197
Si 1.378333 1.437723 3.670666 -0.050 -0.055 0.051 0.317
C 1.108693 1.319666 5.520676 -0.027 0.013 -0.021 -0.231
C 2.024212 3.119239 3.188029 -0.019 0.016 -0.012 -0.196
As -0.918721 1.338325 3.071791 0.152 -0.060 -0.056 1.114
Si -1.593916 -0.904370 2.688251 -0.142 0.040 0.088 0.311
C -1.940176 -1.428913 4.452267 0.040 0.029 0.013 -0.229
C -0.515535 -2.222383 1.881369 -0.060 0.044 -0.144 -0.198
C -3.171844 -0.702345 1.703185 0.023 0.038 -0.052 -0.224
H 3.330796 -0.037508 3.786067 0.031 0.008 -0.029 0.043
H 2.845781 0.165634 2.099455 0.002 0.041 -0.066 0.003
H 1.945213 -0.924423 3.157933 0.005 -0.001 0.073 0.015
H 2.069127 1.315930 6.041384 0.007 0.000 -0.005 0.041
H 0.577112 0.409243 5.808880 0.015 -0.016 -0.016 0.023
H 0.527596 2.169196 5.882941 0.019 0.006 0.010 0.036
H 2.767352 3.441320 3.921156 0.030 0.009 -0.027 0.041
H 1.220071 3.857422 3.184066 0.009 0.008 0.024 0.036
H 2.496440 3.124420 2.205173 -0.014 -0.041 -0.024 0.013
H -1.023666 -1.726444 4.966680 0.005 -0.003 0.002 0.030
H -2.612827 -2.289990 4.454731 0.016 -0.022 -0.007 0.040
H -2.412853 -0.637145 5.035132 -0.026 -0.006 -0.015 0.030
H 0.535910 -1.955327 1.800257 0.050 0.029 0.069 -0.013
H -0.903860 -2.462735 0.886238 0.074 0.012 -0.012 0.013
H -0.583520 -3.131527 2.482729 0.026 -0.025 -0.028 0.042
H -3.866801 -0.030339 2.210015 0.000 -0.017 0.032 0.041
H -3.668118 -1.667697 1.573803 -0.009 -0.001 -0.006 0.041
H -2.983879 -0.282654 0.708588 0.004 -0.005 0.001 0.002
C 3.805557 -2.197996 -0.224284 0.018 -0.008 -0.014 0.000
C 3.133803 -0.876920 -0.376185 -0.050 -0.043 0.046 -0.323
C 3.628080 0.398129 -0.540656 0.022 0.007 0.030 0.016
C 2.504805 1.243084 -0.594499 -0.100 -0.014 -0.092 -0.344
N 1.386241 0.528646 -0.483729 -0.158 -0.045 0.116 -0.070
N 1.792198 -0.749913 -0.354682 0.108 -0.104 0.040 0.041
C 2.460124 2.720344 -0.790920 0.013 0.043 0.017 -0.035
H 4.814056 -2.061529 0.159041 0.005 -0.008 -0.003 0.091
H 3.879865 -2.721756 -1.179137 -0.002 0.010 -0.002 0.078
H 3.261731 -2.838536 0.471077 0.004 0.007 0.005 0.085
H 4.663730 0.687164 -0.597481 0.003 0.000 0.011 0.123
H 1.105831 -1.472023 -0.219354 -0.050 -0.025 0.019 0.131
H 3.364601 3.189316 -0.405713 -0.010 -0.008 0.000 0.087
H 1.597431 3.153558 -0.282727 0.033 -0.009 0.017 0.062
H 2.389860 2.969840 -1.852051 0.024 0.006 0.004 0.077
C -1.868804 -3.350473 -3.830683 -0.021 0.018 -0.042 -0.039
N -1.623441 -2.545678 -2.634723 0.026 -0.010 0.012 -0.128
C -2.785724 -2.377700 -1.769992 -0.010 -0.003 -0.017 -0.030
C -0.693820 -1.549812 -2.618936 -0.275 -0.142 0.054 -0.480
O -0.976659 -0.477943 -2.042634 0.013 0.350 0.212 -0.135
N 0.493332 -1.779723 -3.224897 0.136 -0.021 -0.023 -0.114
C 1.005365 -3.115496 -3.499652 0.039 -0.001 0.050 -0.036
C 1.420056 -0.696979 -3.502528 -0.066 0.032 -0.028 -0.022
H -2.917859 -3.244325 -4.109208 0.005 -0.002 -0.003 0.099
H -1.661380 -4.408049 -3.663861 -0.002 0.005 0.000 0.096
H -1.271761 -2.994082 -4.666351 -0.011 -0.018 0.026 0.089
H -3.261884 -3.349475 -1.651897 -0.004 0.004 0.013 0.101
H -3.506968 -1.673866 -2.193946 0.006 -0.002 0.010 0.108
H -2.482453 -2.012340 -0.793112 -0.002 -0.004 -0.019 0.052
H 0.499285 -3.852950 -2.881697 -0.014 0.016 -0.022 0.094
H 2.067075 -3.127817 -3.249085 0.000 -0.004 0.009 0.088
H 0.904525 -3.394759 -4.549431 0.019 0.001 0.003 0.096
H 0.970408 0.242042 -3.204608 0.019 -0.039 -0.005 0.051
H 1.663118 -0.677196 -4.566490 -0.019 0.018 -0.003 0.106
H 2.344099 -0.827927 -2.936894 0.017 0.007 -0.009 0.082
```
Forces are in eV/Å.

## Properties
relative energy (zero: lowest compared OMol25 entry of this formula, charge and spin): 44.56 kcal per mole
HOMO (alpha / beta): -9.590 / -9.297 eV
maximum force: 0.024 hartree/bohr
net charge: +1
lowest unoccupied orbital energy (alpha / beta): -0.088 / -0.095 hartree
frontier orbital gap (alpha / beta): 7.20 / 6.71 eV
⟨S²⟩: 0.85
2S+1: 2

---

No. 2
Density functional theory data (ωB97M-V/def2-TZVPD) for C20H44BeNO2P2 as an isolated structure at a distorted geometry.

The geometry in XYZ format:
```
70
Properties=species:S:1:pos:R:3:forces:R:3:nbo_charge:R:1
Be 0.251475 0.017981 -0.743308 1.667 -0.106 0.297 1.540
P 0.118491 -2.287448 -0.776340 1.074 -1.135 0.129 0.819
P 0.111249 2.305393 -0.487694 1.148 1.303 0.198 0.818
N 1.784899 0.046765 -1.194172 -0.754 -0.175 1.358 -1.059
C 1.791433 -2.382537 -1.579407 -0.541 0.217 -0.301 -0.709
H 2.305353 -3.319820 -1.332174 -0.074 0.294 -0.209 0.240
H 1.601991 -2.335100 -2.662520 0.084 -0.211 0.221 0.234
C 2.598746 -1.140749 -1.196729 0.604 -0.110 -0.190 -0.202
H 3.156345 -1.351619 -0.255481 -0.354 0.352 -0.095 0.165
H 3.377827 -0.943253 -1.948000 0.176 -0.546 0.030 0.184
C 2.594768 1.221263 -1.052141 0.700 0.284 -0.149 -0.213
H 3.374714 1.123477 -1.821858 0.158 0.544 0.061 0.185
H 3.159260 1.315357 -0.097229 -0.347 -0.349 -0.078 0.164
C 1.786451 2.503684 -1.267196 -0.469 -0.178 -0.421 -0.704
H 1.604378 2.600242 -2.348814 0.036 0.144 0.263 0.235
H 2.306918 3.401261 -0.909761 -0.103 -0.285 -0.191 0.239
C 0.299274 3.192745 1.137677 0.488 -0.391 -0.653 -0.497
C -0.924067 3.007394 2.019524 0.004 0.890 0.434 -0.616
H -0.638824 3.280915 3.043872 -0.208 -0.112 -0.049 0.219
H -1.315999 1.995847 2.022094 -0.073 -0.085 -0.075 0.207
H -1.711893 3.712768 1.718261 0.147 -0.384 0.187 0.219
C -1.056895 3.230039 -1.553361 0.182 0.004 -0.189 -0.521
C -2.445487 3.373352 -0.915796 -0.072 0.061 -0.281 -0.609
H -3.140268 3.706521 -1.699576 0.068 -0.055 0.284 0.230
H -2.440514 4.134597 -0.124093 -0.058 -0.254 -0.259 0.210
H -2.823196 2.422793 -0.514443 0.064 0.347 -0.012 0.210
C -1.052884 -3.067004 -1.944869 0.134 -0.030 -0.200 -0.526
C -2.439176 -3.288829 -1.325143 -0.066 -0.066 -0.215 -0.609
H -3.138297 -3.526290 -2.137848 0.062 0.007 0.254 0.230
H -2.817151 -2.396500 -0.810283 0.060 -0.287 -0.041 0.210
H -2.432651 -4.137888 -0.626645 -0.041 0.284 -0.260 0.211
C 0.317762 -3.363519 0.729402 0.193 0.387 -0.667 -0.495
C -0.890693 -3.269619 1.647001 0.128 0.030 0.468 -0.615
H -0.605972 -3.687124 2.620288 -0.251 -0.042 -0.074 0.219
H -1.735580 -3.831611 1.253547 0.030 -0.010 0.155 0.216
H -1.203108 -2.233578 1.814362 0.013 -0.215 -0.113 0.209
C -1.368866 -0.008008 -0.232033 -5.696 -0.197 0.917 0.316
C -0.534754 4.569807 -2.085216 -0.394 0.104 -0.082 -0.612
H -0.478295 5.319817 -1.284854 0.013 -0.225 -0.348 0.214
H 0.443992 4.479412 -2.566898 -0.192 0.065 0.113 0.218
H -1.255393 4.931230 -2.833681 0.274 0.041 0.137 0.225
C -0.534181 -4.331308 -2.638335 -0.373 -0.115 -0.095 -0.612
H -1.255163 -4.597323 -3.424117 0.246 -0.069 0.114 0.224
H 0.442133 -4.181424 -3.108482 -0.164 -0.077 0.095 0.217
H -0.473232 -5.175473 -1.937811 0.004 0.283 -0.320 0.214
C 0.700840 -4.812712 0.417465 0.236 -0.090 0.363 -0.614
H 1.058723 -5.266880 1.350364 -0.061 -0.064 -0.183 0.225
H -0.164184 -5.394847 0.084691 0.176 0.114 0.024 0.210
H 1.516562 -4.902684 -0.318254 -0.421 0.010 0.257 0.216
C 0.720470 4.663422 1.004996 -0.204 0.167 0.495 -0.614
H -0.141824 5.295478 0.736249 0.378 -0.223 0.088 0.210
H 1.077557 5.003921 1.989079 -0.100 0.023 -0.258 0.225
H 1.535624 4.834077 0.290121 -0.321 -0.078 0.176 0.218
H 1.143887 2.642050 1.588296 -0.174 0.066 -0.114 0.224
H 1.172996 -2.875139 1.221776 -0.111 -0.068 -0.024 0.228
H -1.142630 2.531321 -2.403057 -0.091 0.224 0.021 0.225
H -1.143641 -2.269630 -2.702160 -0.080 -0.242 0.011 0.225
O -2.499346 -0.027641 0.038561 3.655 0.084 -0.669 -0.520
H 0.103064 0.035858 -2.908887 -1.397 0.137 0.732 0.116
H -0.602009 0.089079 -2.550787 0.798 -0.067 -1.142 -0.083
C -1.065149 -0.248938 3.782138 -0.156 0.055 -0.315 -0.736
C 0.152483 -0.099298 2.927163 -0.030 -0.050 -1.630 0.660
C 1.430289 0.147194 3.677370 0.819 -0.248 -0.370 -0.738
O 0.108168 -0.171641 1.679391 0.355 0.223 2.320 -0.619
H -0.941393 -1.147201 4.404969 -0.112 0.253 -0.076 0.260
H -1.966279 -0.317521 3.167869 0.091 -0.073 0.190 0.237
H -1.121672 0.626282 4.441394 -0.059 -0.232 0.008 0.253
H 2.192992 -0.596586 3.359209 -0.485 0.313 0.240 0.260
H 1.865222 1.117055 3.385934 -0.289 -0.192 0.121 0.256
H 1.294302 0.108344 4.766411 0.056 0.022 -0.414 0.239
```
Forces are in eV/Å.

## Properties
relative energy (zero: lowest compared OMol25 entry of this formula, charge and spin): 8.76 kcal per mole
HOMO: -10.355 eV
maximum force: 0.112 hartree/bohr
net charge: +1
lowest unoccupied orbital energy: -0.108 hartree
frontier orbital gap: 7.43 eV
2S+1: 1

---

No. 3
Density functional theory data (ωB97M-V/def2-TZVPD) for C20H44N4O18Zr as an isolated structure at a distorted geometry.

The geometry in XYZ format:
```
87
Properties=species:S:1:pos:R:3:forces:R:3:lowdin_charge:R:1
Zr -1.519182 2.402671 1.044567 2.875 -4.896 4.694 1.986
O -0.192627 3.743513 5.707683 -0.069 -1.125 -0.780 -0.291
C 0.062225 2.440575 5.375620 0.095 2.643 0.965 -0.429
C -0.249729 2.081969 3.834015 -0.551 -0.786 -0.038 -0.311
O -0.860001 3.124846 3.081976 -1.329 -0.927 -4.588 -0.399
H -0.456196 1.775781 6.078519 -0.500 -0.649 -0.460 0.078
H 1.131768 2.253136 5.552534 0.411 -0.464 -0.493 0.077
H -0.944308 1.232013 3.806598 -0.063 -0.157 0.299 0.074
H 0.649695 1.714628 3.328127 0.310 0.339 0.046 0.079
O 0.062677 1.064930 0.412459 -2.017 1.555 0.699 -0.386
C -0.322289 -0.284416 0.194633 -2.581 0.164 0.408 -0.277
C -1.610683 -0.624616 1.106544 2.411 0.388 1.095 -0.263
O -2.375864 0.467745 1.619460 0.895 3.282 -2.462 -0.399
H 0.388180 -1.065030 0.477815 0.583 0.499 0.134 0.081
H -0.603519 -0.491375 -0.844183 0.178 0.428 -0.255 0.085
H -1.113271 -0.917876 2.036799 -0.247 -1.033 -0.111 0.100
H -2.133665 -1.447256 0.618365 -0.573 0.197 0.249 0.112
C -4.528733 -0.841135 4.610678 -0.102 0.734 -0.269 0.038
N -3.850944 -1.919206 5.363705 -0.790 -2.223 0.529 -0.448
O -3.043649 -1.661302 6.216456 0.328 1.177 -0.075 0.088
O -4.187897 -3.078873 5.135588 -0.219 0.620 -0.646 0.044
H -5.418052 -1.145160 4.065664 0.209 -0.823 0.186 0.083
H -3.802061 -0.475642 3.886354 0.085 0.357 0.238 0.084
H -4.868814 -0.094490 5.323817 0.559 0.192 0.022 0.105
C 2.604843 -1.251953 2.928272 -0.478 1.508 -2.393 0.014
N 3.709587 -1.947870 3.573027 0.525 0.031 1.773 -0.437
O 4.839644 -1.511378 3.427238 -0.387 0.002 -0.661 0.060
O 3.446813 -2.865121 4.324997 -0.327 -0.147 -0.423 0.078
H 2.525978 -1.579244 1.888482 -0.022 -0.840 0.250 0.077
H 2.880864 -0.221588 2.701138 0.345 0.092 0.908 0.082
H 1.612716 -1.263558 3.364495 0.369 -0.611 0.652 0.105
C -5.823901 -0.158769 1.138309 -0.780 1.273 -0.028 0.055
N -5.768576 0.355830 -0.279833 0.242 -1.443 0.205 -0.433
O -6.820031 0.610267 -0.812543 -0.189 0.388 -0.202 0.080
O -4.678701 0.398331 -0.819008 0.066 0.311 -0.002 0.047
H -6.786612 0.217772 1.478666 0.106 -0.052 0.274 0.096
H -5.003149 0.330235 1.655334 0.178 -0.472 0.090 0.070
H -5.859606 -1.241928 1.200945 0.481 -0.002 -0.415 0.109
C 1.005485 -3.737730 -1.081673 0.408 -0.644 -0.959 0.043
N 0.884380 -4.307609 0.271904 -0.794 1.391 1.174 -0.443
O 0.324513 -5.364805 0.406526 0.066 -0.447 -0.263 0.095
O 1.305526 -3.626227 1.194414 0.207 -0.113 -0.232 0.048
H 0.394540 -4.390596 -1.699218 0.413 0.006 -0.302 0.099
H 2.078153 -3.786783 -1.271156 -0.117 -0.196 -0.429 0.106
H 0.706396 -2.705623 -1.249991 -0.236 0.039 0.887 0.079
O -0.809619 -1.397512 -3.610640 0.314 0.472 -0.530 0.071
C -0.701748 -2.310968 -4.400114 -0.264 -0.191 2.442 -0.551
O 0.454703 -2.709755 -4.930748 -0.273 -0.497 -1.005 -0.008
C 1.612155 -1.880941 -4.901638 0.753 0.049 1.561 -0.217
C 2.865220 -2.729535 -4.790746 0.435 -0.166 -0.405 -0.062
C -1.838290 -3.244229 -4.715818 0.631 0.663 -0.963 0.029
H 1.650343 -1.366052 -3.937909 -0.592 0.628 -0.313 0.111
H 1.600668 -1.172211 -5.726582 -0.036 -0.123 -0.091 0.129
H 2.949509 -3.165568 -3.794951 -0.257 -0.209 -0.073 0.066
H 3.748197 -2.092099 -4.868870 -0.111 0.166 -0.139 0.085
H 2.978130 -3.512661 -5.540340 -0.214 0.010 -0.021 0.081
H -1.539788 -4.273305 -4.533750 -0.025 -0.047 -0.403 0.092
H -1.931421 -2.985152 -5.776832 -0.540 -0.948 -0.186 0.098
H -2.770935 -3.013755 -4.214234 0.227 0.262 0.229 0.087
O 6.029584 0.782522 -1.112733 -0.558 -0.071 -0.271 0.093
C 5.976506 1.144121 0.032981 0.691 0.094 0.261 -0.549
O 4.866257 1.366705 0.741457 -0.274 -0.540 -0.093 -0.023
C 3.548890 1.349043 0.119368 0.574 0.970 0.532 -0.188
C 3.173013 2.829113 0.079587 -0.580 -0.828 -0.863 -0.052
C 7.219253 1.456965 0.832901 0.073 -0.167 0.861 0.019
H 2.925647 0.766652 0.791133 -0.126 0.028 -0.092 0.085
H 3.527841 0.921731 -0.881379 0.429 -0.154 0.073 0.116
H 3.018294 3.243274 1.071881 0.164 0.105 -0.045 0.087
H 2.262549 2.916885 -0.521405 -0.156 0.176 0.214 0.051
H 3.956199 3.324722 -0.492667 0.035 0.309 0.289 0.084
H 8.049247 0.823228 0.531290 -0.013 0.247 -0.445 0.085
H 7.124742 1.297538 1.908269 -0.506 -0.111 -0.069 0.085
H 7.457575 2.518127 0.753597 0.106 -0.047 -0.393 0.090
O -2.363927 2.347169 -1.021624 0.722 0.487 1.306 -0.102
C -2.774502 2.562905 -2.149657 -1.038 0.263 -2.516 -0.463
O -2.055850 2.381828 -3.250584 -0.514 -0.092 1.630 0.052
C -0.638401 2.217074 -3.094941 1.549 -0.229 -1.468 -0.197
C 0.049530 3.580621 -3.198318 0.212 -0.663 0.853 -0.042
C -4.154143 3.118593 -2.475885 0.565 -0.100 1.488 0.052
H -0.280812 1.608183 -3.927317 -0.673 0.051 -0.295 0.122
H -0.295316 1.604437 -2.259614 -0.656 0.431 0.548 0.107
H 1.064973 3.400206 -3.552240 0.068 0.138 0.172 0.087
H 0.100186 3.989472 -2.187173 0.123 0.472 -0.177 0.067
H -0.411570 4.285559 -3.885238 -0.267 -0.177 0.011 0.086
H -4.650479 3.314162 -1.525269 -0.063 -0.125 -0.013 0.087
H -4.770260 2.404136 -3.014128 0.205 0.133 -0.373 0.103
H -4.014116 4.091682 -2.943263 -0.109 -0.236 -0.520 0.102
```
Forces are in eV/Å.

## Properties
relative energy (zero: lowest compared OMol25 entry of this formula, charge and spin): 25.36 kcal per mole
HOMO: -5.400 eV
maximum force: 0.143 hartree/bohr
net charge: 0
lowest unoccupied orbital energy: -0.085 hartree
frontier orbital gap: 3.09 eV
2S+1: 1

---

- What is the formula in the second record?
  C20H44BeNO2P2

---

- Look up the relative energy (zero: lowest compared OMol25 entry of this formula, charge and spin) of the third one.
  25.36 kcal per mole